Below is 2 unconnected molecules or ions with the total composition C2H9N2O at a distorted geometry, with properties calculated with ωB97M-V with the def2-TZVPD basis set.

## Properties
HOMO level = -0.525 hartree
ΔE to the lowest compared entry with this formula, charge and spin = 2.468 eV
Gap between HOMO and LUMO = 9.795 eV
Total charge = +1
Energy = -7239.8882 eV

Structure (XYZ):
```
14
Properties=species:S:1:pos:R:3:forces:R:3:nbo_charge:R:1
C -0.563 0.893 -0.431 3.533 0.537 -0.096 -0.165
C -0.707 -0.268 0.434 0.390 -1.732 1.368 0.275
N -0.951 -0.132 1.700 -0.225 1.772 0.010 -0.626
N 1.537 -1.386 -0.938 1.156 -0.159 0.056 -1.138
O -0.767 2.041 0.356 -1.343 2.059 -2.230 -0.727
H 0.672 0.741 -0.707 -3.185 0.631 0.651 0.252
H -1.056 0.835 -1.410 -0.170 -0.089 0.408 0.258
H -0.334 -1.251 0.093 -0.828 0.480 -0.181 0.286
H -1.010 0.828 2.067 -0.319 -0.215 -0.548 0.442
H -1.121 -0.793 2.451 0.487 -0.804 -0.740 0.449
H 1.670 -2.424 -1.021 -0.013 1.551 -0.346 0.402
H 1.385 -0.916 -1.854 0.411 -1.060 0.690 0.379
H 2.419 -0.980 -0.533 -1.123 -0.742 -0.649 0.389
H -1.175 2.812 -0.207 1.231 -2.230 1.607 0.524
```
Forces are in eV/Å.



Below is a molecular structure, C18H30BrGeNO5Pt at a distorted geometry, with properties calculated with ωB97M-V with the def2-TZVPD basis set.

## Properties
HOMO level (spin up / spin down) = -0.419 / -0.419 hartree
ΔE to the lowest compared entry with this formula, charge and spin = 2.554 eV
Gap between HOMO and LUMO (spin up / spin down) = 4.120 / 4.552 eV
Multiplicity = 2
Total charge = +1
Energy = -160676.9639 eV

Structure (XYZ):
```
57
Properties=species:S:1:pos:R:3:forces:R:3:nbo_charge:R:1
Pt 0.178 -0.086 -0.057 -0.257 -0.858 0.090 1.507
C -3.898 0.809 -0.176 0.176 -0.087 0.075 -0.627
C -2.674 1.315 0.580 -0.340 0.701 -0.366 0.264
C -3.055 1.894 1.935 0.085 -0.121 0.052 -0.648
C -1.931 2.364 -0.244 0.034 -0.301 0.135 -0.641
O -1.815 0.164 0.776 1.234 -0.481 -0.475 -0.864
Ge -1.176 -0.602 2.454 -0.287 0.310 0.606 1.451
O 0.359 0.509 2.056 -0.304 -0.186 -0.497 -0.880
C 1.604 0.548 2.817 0.669 0.293 0.010 0.265
C 1.400 -0.131 4.162 -0.218 -0.085 -0.005 -0.645
C 2.690 -0.171 2.026 -0.105 -0.025 0.035 -0.656
C 1.932 2.024 3.006 -0.042 -0.104 -0.206 -0.627
O -0.284 -1.768 1.188 0.516 1.412 -0.883 -0.852
C -0.808 -3.036 0.669 -0.002 -0.526 -0.666 0.275
C -1.973 -3.505 1.529 0.020 0.324 0.055 -0.651
C -1.261 -2.826 -0.773 0.215 0.036 0.032 -0.649
C 0.348 -4.028 0.754 -0.001 0.257 -0.085 -0.630
H -4.590 1.625 -0.376 -0.023 0.097 -0.005 0.235
H -3.605 0.365 -1.126 0.037 0.015 -0.074 0.219
H -4.422 0.055 0.404 -0.071 -0.080 0.099 0.219
H -3.719 2.746 1.795 -0.007 0.015 -0.019 0.248
H -3.582 1.164 2.547 -0.098 -0.092 0.048 0.223
H -2.177 2.238 2.482 0.077 0.054 -0.010 0.222
H -2.556 3.245 -0.378 -0.007 0.011 -0.016 0.248
H -1.012 2.662 0.261 0.069 0.101 0.031 0.220
H -1.690 1.961 -1.226 0.023 0.018 -0.132 0.212
H 1.187 -1.195 4.044 0.004 -0.117 -0.022 0.214
H 2.310 -0.045 4.753 0.021 0.028 -0.025 0.250
H 0.590 0.326 4.732 -0.031 0.069 0.011 0.224
H 2.387 -1.192 1.796 -0.028 -0.116 0.073 0.214
H 2.927 0.336 1.093 0.004 0.144 -0.085 0.240
H 3.604 -0.215 2.615 0.048 0.001 0.008 0.244
H 1.159 2.522 3.587 -0.084 0.015 0.065 0.219
H 2.883 2.150 3.518 0.062 -0.052 0.030 0.234
H 2.003 2.514 2.035 0.040 0.048 -0.054 0.219
H -2.806 -2.804 1.489 -0.096 0.067 -0.015 0.219
H -2.339 -4.463 1.164 0.082 -0.013 -0.058 0.253
H -1.673 -3.639 2.566 0.050 -0.027 0.153 0.229
H -2.086 -2.118 -0.831 -0.065 0.045 0.032 0.225
H -0.429 -2.466 -1.397 -0.097 -0.107 0.053 0.211
H -1.594 -3.776 -1.194 0.034 0.051 0.000 0.251
H 0.688 -4.133 1.781 0.005 -0.007 0.112 0.224
H 0.040 -5.006 0.392 -0.073 -0.034 -0.032 0.235
H 1.185 -3.688 0.147 0.077 0.016 -0.058 0.222
Br -0.472 5.594 -3.788 -1.235 0.472 -0.445 0.130
C 0.989 4.724 -3.127 2.039 -0.687 0.634 -0.184
C 2.231 5.418 -3.132 -1.492 -0.349 -0.289 0.057
N 3.351 4.916 -2.663 0.185 -0.345 0.225 -0.385
C 3.294 3.681 -2.176 -0.252 -0.426 0.155 0.080
C 2.140 2.886 -2.162 0.589 -0.180 0.506 -0.221
C 0.953 3.416 -2.635 -0.075 0.831 -0.296 -0.165
C 2.269 1.483 -1.569 3.211 3.202 -0.856 0.771
O 3.365 1.108 -1.201 -1.183 -0.623 0.280 -0.554
O 1.183 0.807 -1.626 -3.437 -2.769 2.176 -0.752
H 2.242 6.411 -3.561 0.164 0.106 0.061 0.210
H 4.189 3.259 -1.747 0.222 0.065 -0.078 0.222
H 0.037 2.846 -2.616 -0.080 -0.006 -0.088 0.226
```
Forces are in eV/Å.



Below is 8 unconnected molecules or ions with the total composition C43H51ClN7O2P at a distorted geometry, with properties calculated with ωB97M-V with the def2-TZVPD basis set.

## Properties
HOMO level = -0.327 hartree
Gap between HOMO and LUMO = 9.268 eV
SMILES string = CC[C@@H](Cl)PCCCCOC=O.c1ccncc1.c1ccncc1.c1ccncc1.c1ccncc1.c1ccncc1.c1ccncc1.c1ccncc1
Energy = -81753.2214 eV

Structure (XYZ):
```
105
Properties=species:S:1:pos:R:3:forces:R:3:mulliken_charge:R:1
C -1.962 -6.057 -0.930 -0.507 0.048 0.053 -1.057
C -2.780 -4.865 -0.419 0.597 -0.176 0.286 -0.783
C -1.972 -3.581 -0.126 -0.908 -0.128 -0.383 0.024
Cl -0.384 -3.997 0.578 0.106 0.088 0.162 -0.224
P -1.731 -2.657 -1.713 0.847 -0.213 -0.618 -0.206
C -1.393 -0.894 -1.298 0.035 0.186 0.050 -0.062
C -0.063 -0.643 -0.550 -0.293 0.227 0.094 -1.037
C -0.274 -0.033 0.851 0.240 -0.218 0.124 -0.361
C 0.535 -0.719 1.949 0.608 -0.079 -0.489 -0.717
O 0.012 -0.387 3.248 -0.583 0.083 -0.102 -0.372
C -1.064 -1.097 3.636 -0.249 -1.450 0.060 0.163
O -1.275 -2.265 3.397 0.272 1.248 -0.150 -0.470
H -1.511 -6.594 -0.100 0.273 0.073 -0.023 0.289
H -1.206 -5.754 -1.648 0.108 -0.030 -0.069 0.230
H -2.648 -6.756 -1.408 0.055 -0.062 -0.142 0.452
H -3.556 -4.626 -1.144 -0.160 0.102 0.084 0.370
H -3.242 -5.164 0.521 -0.275 0.009 -0.049 0.333
H -2.527 -3.008 0.612 0.248 0.143 0.193 0.406
H -3.076 -2.562 -2.137 -0.127 0.116 0.355 0.004
H -1.326 -0.392 -2.263 -0.165 -0.061 -0.126 -0.396
H -2.217 -0.409 -0.777 -0.090 -0.054 0.067 0.589
H 0.510 -1.567 -0.503 0.151 -0.010 0.109 0.610
H 0.520 0.074 -1.122 0.129 -0.127 -0.157 0.425
H 0.043 1.009 0.831 -0.268 0.154 0.020 0.236
H -1.331 -0.049 1.120 -0.071 -0.079 0.030 0.413
H 1.554 -0.337 1.924 0.051 0.010 0.222 0.211
H 0.600 -1.792 1.804 -0.293 -0.127 0.187 0.454
H -1.766 -0.509 4.241 0.279 0.201 0.151 0.349
C 1.922 -7.630 -1.701 -0.023 0.009 -0.034 -0.218
C 2.922 -8.550 -1.970 -0.012 0.010 0.000 -0.429
C 3.937 -8.709 -1.039 0.068 -0.068 0.065 -0.354
N 4.007 -8.027 0.102 -0.040 -0.003 -0.026 -0.574
C 3.037 -7.147 0.346 0.058 -0.001 0.047 -0.355
C 1.978 -6.911 -0.518 -0.009 0.005 -0.018 0.341
H 1.112 -7.474 -2.403 -0.003 0.006 0.000 0.410
H 2.921 -9.129 -2.883 0.016 -0.012 0.001 0.382
H 4.742 -9.415 -1.213 -0.023 -0.022 -0.047 0.365
H 3.120 -6.604 1.281 -0.042 0.020 -0.003 0.360
H 1.219 -6.182 -0.271 -0.009 0.021 0.013 0.082
C -2.621 2.814 3.991 -0.010 -0.020 -0.004 -0.221
C -3.102 4.064 4.345 -0.005 -0.041 0.001 -0.609
C -2.209 5.123 4.392 0.008 -0.042 0.078 -0.120
N -0.911 5.005 4.121 -0.037 -0.005 -0.033 -0.553
C -0.463 3.797 3.787 0.065 0.049 0.006 -0.619
C -1.272 2.673 3.704 -0.074 0.021 0.014 0.068
H -3.288 1.962 3.941 -0.009 0.003 -0.002 0.390
H -4.147 4.219 4.577 0.000 0.018 0.009 0.398
H -2.547 6.116 4.662 -0.069 -0.001 0.016 0.345
H 0.599 3.731 3.575 0.000 -0.043 -0.011 0.425
H -0.854 1.716 3.424 0.047 0.058 -0.007 0.552
C -1.674 8.054 1.175 -0.005 -0.017 -0.041 -0.458
C -1.765 8.014 2.557 0.014 0.115 -0.066 -0.207
C -2.492 9.008 3.194 -0.045 0.042 0.033 -0.340
N -3.109 10.001 2.556 0.015 -0.049 -0.017 -0.564
C -3.010 10.024 1.230 -0.038 0.060 0.020 -0.233
C -2.310 9.080 0.494 0.000 -0.026 0.016 -0.283
H -1.116 7.297 0.639 0.010 0.002 0.005 0.416
H -1.274 7.237 3.122 0.078 -0.030 0.043 0.567
H -2.590 9.015 4.275 0.037 -0.028 0.004 0.390
H -3.519 10.844 0.735 0.011 -0.013 -0.041 0.342
H -2.264 9.149 -0.584 -0.006 0.019 -0.004 0.357
C 0.646 -0.550 7.306 0.017 -0.046 -0.024 -0.711
C 0.568 -0.547 8.688 -0.008 0.004 -0.016 -0.275
C -0.118 0.487 9.307 -0.033 0.052 0.040 -0.310
N -0.707 1.483 8.648 0.016 -0.047 -0.024 -0.545
C -0.622 1.466 7.319 -0.049 0.064 0.033 -0.257
C 0.038 0.477 6.604 -0.010 0.044 0.063 0.039
H 1.172 -1.339 6.783 0.000 0.000 -0.003 0.408
H 1.029 -1.328 9.278 -0.005 0.002 0.018 0.377
H -0.204 0.525 10.388 0.027 -0.037 0.008 0.348
H -1.107 2.289 6.805 0.018 -0.013 -0.047 0.442
H 0.079 0.519 5.526 0.059 0.054 -0.030 0.540
C -4.283 2.595 -5.026 -0.025 0.014 -0.024 -0.150
C -3.242 1.729 -5.318 -0.016 0.005 0.000 -0.942
C -2.257 1.540 -4.361 -0.003 -0.092 0.059 0.063
N -2.251 2.147 -3.176 -0.071 -0.019 -0.036 -0.343
C -3.258 2.977 -2.912 0.062 0.006 0.082 -0.313
C -4.294 3.234 -3.797 0.008 -0.013 -0.027 -0.519
H -5.073 2.770 -5.745 -0.002 0.000 -0.002 0.387
H -3.192 1.210 -6.265 0.015 -0.015 0.002 0.393
H -1.424 0.869 -4.549 -0.013 -0.007 -0.064 0.621
H -3.226 3.460 -1.941 -0.040 0.020 -0.004 0.425
H -5.087 3.918 -3.528 0.004 0.009 0.017 0.398
C 6.714 -5.865 -2.640 0.035 -0.022 0.017 -0.482
C 5.345 -5.770 -2.451 0.000 0.045 -0.017 -0.008
C 4.601 -5.059 -3.380 -0.044 0.039 -0.058 -0.333
N 5.126 -4.458 -4.446 0.023 -0.033 0.030 -0.545
C 6.443 -4.558 -4.612 -0.030 0.040 -0.052 -0.281
C 7.278 -5.247 -3.745 -0.017 -0.011 0.011 -0.292
H 7.330 -6.412 -1.938 -0.004 0.000 0.008 0.405
H 4.865 -6.235 -1.603 -0.024 0.012 0.019 0.360
H 3.526 -4.963 -3.269 -0.001 -0.021 0.048 0.482
H 6.846 -4.059 -5.486 0.043 -0.014 0.006 0.342
H 8.342 -5.295 -3.932 0.004 0.012 -0.016 0.362
C 1.632 4.259 -6.904 -0.005 0.018 -0.041 -0.380
C 0.507 3.945 -6.160 0.023 -0.003 -0.009 -0.345
C 0.677 3.280 -4.955 0.035 -0.025 0.085 -0.304
N 1.866 2.920 -4.472 0.008 0.031 -0.063 -0.465
C 2.937 3.228 -5.201 0.014 -0.046 0.064 -0.259
C 2.876 3.894 -6.416 -0.022 0.004 -0.002 -0.324
H 1.542 4.779 -7.849 0.001 0.002 -0.002 0.362
H -0.484 4.209 -6.504 -0.014 -0.005 0.019 0.375
H -0.175 3.018 -4.341 0.008 0.071 0.000 0.610
H 3.891 2.922 -4.785 0.026 0.018 -0.034 0.350
H 3.781 4.119 -6.963 0.015 -0.008 0.009 0.364
```
Forces are in eV/Å.



Below is a molecular structure, C12H31AuN2O4Si, with properties calculated with ωB97M-V with the def2-TZVPD basis set.

## Properties
HOMO level = -0.330 hartree
ΔE to the lowest compared entry with this formula, charge and spin = 0.000 eV
Gap between HOMO and LUMO = 9.101 eV
Energy = -35692.3524 eV

Structure (XYZ):
```
51
Properties=species:S:1:pos:R:3:forces:R:3:nbo_charge:R:1
Au 0.875 -0.069 0.353 -0.029 0.061 -0.058 0.568
N -1.988 -0.854 0.621 0.000 0.015 -0.007 -0.646
N -1.024 0.066 1.170 -0.004 -0.069 0.055 -0.661
H -2.666 -1.104 1.333 -0.001 0.002 0.001 0.346
H -1.491 -1.687 0.339 0.005 -0.002 0.000 0.369
H -0.920 -0.056 2.174 -0.022 0.012 0.000 0.380
H -1.384 1.000 1.010 0.022 0.008 -0.010 0.393
C 1.599 -2.278 -2.708 -0.005 0.003 0.005 -0.646
C 2.875 -1.938 -3.474 0.010 -0.002 0.012 0.276
C 2.538 -1.366 -4.847 0.000 -0.006 -0.004 -0.629
C 3.753 -3.175 -3.610 0.005 0.001 0.000 -0.614
O 3.658 -0.977 -2.765 0.005 0.008 -0.030 -0.946
Si 3.187 0.282 -1.822 -0.034 -0.029 0.081 2.503
O 2.690 -0.225 -0.379 0.024 -0.024 0.018 -1.304
O 4.481 1.276 -1.692 0.029 0.049 -0.100 -0.951
C 5.843 0.984 -1.365 -0.011 -0.029 0.053 0.278
C 5.909 -0.116 -0.311 0.022 0.007 0.000 -0.641
C 6.573 0.563 -2.634 0.005 0.010 -0.005 -0.630
C 6.426 2.281 -0.819 -0.003 -0.005 0.006 -0.614
O 2.010 1.102 -2.624 0.018 -0.011 -0.057 -0.956
C 1.761 2.499 -2.785 -0.003 0.018 0.043 0.280
C 2.734 3.067 -3.813 -0.005 -0.022 -0.013 -0.633
C 1.908 3.220 -1.449 0.022 0.031 0.010 -0.642
C 0.329 2.607 -3.291 -0.001 -0.006 0.013 -0.613
H 1.043 -3.059 -3.231 0.007 -0.001 -0.007 0.208
H 0.958 -1.398 -2.624 -0.002 0.007 0.000 0.219
H 1.845 -2.626 -1.704 -0.001 -0.005 0.002 0.220
H 1.987 -2.097 -5.443 -0.003 0.004 -0.003 0.201
H 3.456 -1.105 -5.375 -0.001 0.000 0.000 0.212
H 1.931 -0.467 -4.740 0.002 0.001 0.007 0.224
H 3.239 -3.957 -4.172 -0.001 -0.001 -0.003 0.202
H 4.009 -3.561 -2.623 -0.002 -0.001 0.001 0.212
H 4.677 -2.919 -4.131 -0.001 -0.001 0.002 0.212
H 5.494 -1.046 -0.703 -0.002 -0.002 0.008 0.222
H 5.335 0.171 0.570 -0.003 -0.012 0.000 0.223
H 6.945 -0.297 -0.017 0.003 0.004 -0.010 0.206
H 6.134 -0.349 -3.036 -0.008 -0.001 0.000 0.229
H 7.631 0.388 -2.425 0.000 -0.007 -0.004 0.202
H 6.494 1.349 -3.387 -0.001 -0.002 -0.004 0.208
H 5.880 2.590 0.074 0.002 0.000 0.004 0.211
H 6.341 3.072 -1.566 -0.002 0.002 -0.001 0.210
H 7.479 2.155 -0.562 0.000 0.000 -0.001 0.204
H 3.758 2.969 -3.453 0.016 -0.004 0.006 0.230
H 2.523 4.122 -3.999 -0.003 -0.006 0.004 0.203
H 2.640 2.521 -4.753 0.003 0.003 -0.004 0.211
H 2.926 3.119 -1.069 -0.044 0.007 -0.017 0.234
H 1.220 2.793 -0.715 -0.009 -0.003 0.009 0.202
H 1.681 4.282 -1.564 -0.003 -0.004 0.003 0.207
H 0.224 2.068 -4.234 0.000 -0.003 -0.005 0.212
H 0.050 3.650 -3.451 0.001 0.000 0.000 0.203
H -0.357 2.165 -2.566 0.001 0.004 -0.001 0.206
```
Forces are in eV/Å.